Density functional theory data (ωB97M-V/def2-TZVPD) for a cluster of 13 separate species, C50H138N12O13 in total in a non-equilibrium geometry.

The geometry in XYZ format:
```
213
Properties=species:S:1:pos:R:3:forces:R:3:mulliken_charge:R:1
O 4.0694 -7.7470 2.7941 0.0188 0.2400 0.1956 -0.31
O -1.2887 0.5169 9.7806 -1.4480 -0.6755 0.5496 -0.30
O -9.1494 3.5412 0.5153 0.7872 -0.6697 -0.2752 -0.33
O -4.4884 -5.0933 4.7064 -1.2520 -0.1212 -0.1760 -0.30
O 8.3630 0.2812 -6.5155 -0.0728 -1.4241 0.3832 -0.29
O 7.3251 -2.0023 -0.5547 -1.8598 -0.8585 -0.9105 -0.36
O -4.3858 -4.3954 -10.3208 0.4314 -0.0210 1.0794 -0.31
O -3.2107 4.4818 -6.2033 -0.5181 -0.9223 -0.0330 -0.30
O 4.3158 7.6505 2.6896 -0.6070 0.5197 -0.4599 -0.34
O 3.3060 -0.1094 5.2663 -0.0047 -0.7087 -1.8976 -0.50
O -0.3645 -2.5880 -1.8509 0.4858 -0.0945 3.2500 -0.34
O 0.6711 -8.7325 -7.0107 0.7254 0.2739 -0.2897 -0.36
O -1.9117 7.5730 4.4600 -0.3062 1.6580 -0.3387 -0.28
N 4.6679 10.4528 2.7022 -0.4591 0.1304 -0.2418 -0.69
N -1.2398 10.6692 4.9244 -0.8504 1.4656 -1.6867 -0.85
N 7.2900 3.2873 -4.6161 0.0759 -0.0738 -0.0813 -0.73
N -4.4145 0.7774 7.7580 -0.4925 -1.7378 -1.2327 -0.74
N -5.1429 -4.0779 -12.8817 -0.3996 1.3105 -0.6838 -0.78
N -6.5995 -4.6042 6.7362 -0.2634 0.0548 -0.6645 -0.63
N 7.4694 0.1750 1.1982 -0.4914 -0.3440 -1.0755 -0.76
N -11.8856 5.1965 2.2614 -0.1009 0.8130 0.7611 -0.66
N 1.7678 -5.8818 5.1700 -1.4676 -0.1728 -0.1861 -0.73
N -0.7593 7.2234 -5.9305 0.1144 -0.1037 0.8017 -0.70
N -0.7190 -1.1691 1.5113 -0.2826 -1.1346 1.6078 -0.65
N 3.0598 -9.9369 -8.1004 -0.5788 0.6187 -1.4297 -0.70
C 9.4419 -0.0817 -7.3498 0.0170 0.5834 -0.8048 -0.82
C -10.6840 6.1474 0.2809 0.4261 -1.5049 1.1996 -1.38
C 8.5308 -0.8287 1.0459 -0.5664 0.8845 2.1116 0.44
C -2.0934 5.1077 -5.5955 -0.7257 0.3959 -0.5669 -0.72
C 2.8039 -9.9889 -6.6800 0.0828 -0.7556 0.1881 0.50
C -5.3829 -6.4992 -13.2014 -0.0953 0.4587 0.4851 -1.41
C -5.4178 -5.3037 -12.2159 1.2944 -1.3942 -0.8977 0.63
C 7.2016 1.8909 -5.0380 0.5981 -0.1657 -0.5004 0.45
C -4.3360 -5.5145 -11.1712 -0.9419 -0.6414 1.0509 -0.83
C -6.9382 -4.7513 5.3019 1.2606 0.9961 -0.8887 0.59
C 7.8065 -2.7773 -1.6593 -0.6176 1.5713 -0.1690 -0.74
C -1.3358 9.5900 5.8592 1.5790 -0.6401 0.5553 0.59
C -8.2648 2.5409 1.0142 0.6648 0.0680 -0.0539 -0.73
C -0.6736 -1.2312 0.0958 2.2957 4.0435 -0.5286 0.50
C -11.0607 4.8320 1.1239 -1.9342 1.6623 -2.4395 0.35
C -3.5441 -4.4887 -9.1604 -0.1593 1.4088 -0.7924 -0.80
C -2.3965 8.5518 5.4053 -0.1548 0.3793 1.0591 -0.79
C 9.2377 -0.8146 2.4109 1.6136 -1.1065 -1.2587 -1.45
C -3.0372 1.0913 8.0689 -0.6063 1.7355 2.8542 0.43
C 2.9707 -6.3779 4.5668 3.0669 0.7616 1.2219 0.51
C -1.9624 6.4944 -6.3286 0.6810 -1.6461 -0.9662 0.32
C -1.7182 6.1725 -7.8421 -0.1749 -0.3438 1.0436 -1.23
C 8.4211 1.5326 -5.8912 0.0811 1.0718 -1.2438 -0.71
C -2.5556 0.0785 9.1589 1.2738 1.4676 0.0904 -0.88
C 4.7298 9.7168 1.4650 -1.0952 -1.4212 -0.1717 0.41
C 3.7411 8.4708 1.6644 2.2449 1.3267 -0.5660 -0.71
C 6.1300 9.3161 1.0750 0.7383 -1.3221 -0.5058 -1.40
C -8.1693 -3.8541 5.0506 0.1438 -0.6652 -0.4397 -1.53
C 4.0573 6.2931 2.5006 -0.0006 -1.2028 0.2983 -0.79
C -3.4979 3.1840 -5.6766 0.1181 0.4761 0.2341 -0.74
C -1.3693 10.1334 7.3226 -0.5130 -0.5416 0.1898 -1.46
C 3.7956 -6.8573 5.7796 0.2815 -0.8853 -0.2391 -1.43
C -3.0545 2.5122 8.7638 1.1964 -0.6897 -0.3149 -1.24
C -1.3506 0.2209 11.1965 1.2434 0.6044 -0.5863 -0.75
C 4.1194 -9.9830 -5.9278 0.8303 0.3597 0.5175 -1.46
C 5.9339 1.7516 -5.8692 -0.1954 -0.0888 0.9598 -1.36
C 7.9192 -2.1736 0.6762 2.5573 0.2523 0.1651 -0.71
C 4.2837 0.7946 7.2394 0.2377 -0.2719 0.1092 -1.14
C 4.0342 -8.2945 1.4847 -0.4395 0.1564 -0.6450 -0.74
C 3.0271 0.1908 6.5729 0.9624 2.2197 1.5430 -0.08
C -5.7079 -4.3152 4.3485 -0.5763 -1.3651 2.1910 -0.66
C 2.8274 -7.3300 3.3867 -0.2233 -0.3151 0.0020 -0.50
C -0.0390 -2.5024 -0.3470 -2.8307 -0.3971 -1.5379 -0.63
C -10.0241 3.8658 1.5639 0.2743 0.5323 -0.1260 -0.52
C -4.6330 -6.5322 4.4927 -0.6090 0.8307 -0.6496 -0.74
C 0.7937 -2.6976 -2.6314 -0.2074 -0.5369 0.3197 -0.62
C -0.3453 -9.5919 -6.5562 -0.6828 -0.4991 0.2822 -0.74
C -2.9501 6.6941 3.9451 1.5502 0.6675 1.5705 -0.68
C 0.2408 0.0012 -0.2858 -0.9215 -0.4486 -1.0025 -1.44
C 1.9153 -8.8376 -6.2988 -0.0755 0.1369 1.0977 -0.76
H 1.3478 -3.5414 -2.2202 0.6384 0.0192 -0.3999 0.29
H -5.9353 -4.3996 3.2858 -0.1486 -0.4475 -0.0458 0.32
H 7.0478 -2.6442 -2.4304 0.0389 0.0409 -0.0844 0.24
H 2.2309 -10.8994 -6.5043 0.2385 -0.3693 0.1224 0.22
H 3.9896 -6.0941 6.5333 -0.6533 0.4009 -0.1202 0.36
H -5.1465 0.9515 8.4317 0.4953 1.3476 0.6150 0.26
H -1.6785 7.1263 -8.3682 0.1962 -0.3258 -0.3519 0.31
H 4.8162 -7.1697 5.5588 -0.1440 -0.4868 -0.4665 0.34
H -4.3058 2.6924 -6.2186 -0.1869 0.5765 -0.0788 0.25
H -0.5591 7.0124 -4.9633 0.2027 0.0277 0.2539 0.21
H -8.7811 1.5863 1.1167 -0.2853 0.1163 0.9251 0.29
H 9.2174 -0.9203 -8.0089 -0.4334 -0.7156 0.9579 0.28
H -2.8394 7.1192 -6.1600 -0.3619 -0.4301 -0.0077 0.31
H 2.1834 -6.7815 2.6993 0.0586 -0.0966 -0.6542 0.28
H -1.2656 4.4073 -5.7062 0.7377 0.4575 -0.3631 0.38
H 3.6547 -9.3043 1.3286 -0.5876 -0.2882 0.9496 0.30
H -1.6367 -0.8217 11.3348 -0.2608 0.1884 0.3839 0.33
H -4.4660 -6.6275 -13.7766 0.3811 0.2667 0.4789 0.35
H -3.7409 -5.3138 -8.4757 0.0098 -0.3893 -0.4225 0.29
H 3.2087 -7.6488 6.2456 0.3211 -0.2069 0.2196 0.34
H -0.9394 8.2171 -5.9426 0.0241 0.1444 -0.1434 0.26
H 3.7220 -9.2341 -8.3966 1.5268 -0.1733 0.7639 0.28
H -0.8338 11.0646 7.5074 0.6233 -0.1409 -0.7026 0.39
H -3.3305 -5.7688 -11.5068 0.1915 0.6058 -0.6772 0.42
H -0.0702 -10.6463 -6.5825 0.3386 -0.0541 0.3611 0.29
H -1.2994 -1.9507 1.7804 -0.2017 -0.1251 0.7884 0.22
H -0.1236 0.9515 0.1042 -0.1394 -0.1250 0.4428 0.42
H -3.7022 7.2068 3.3454 -0.0999 0.0440 0.2294 0.26
H 10.3848 -0.2242 -6.8217 -0.0423 -0.1234 0.1724 0.31
H 3.5198 -5.4745 4.3012 0.3956 -0.1489 -1.2415 0.20
H 7.9784 3.4454 -3.8942 0.1300 -0.1438 0.1005 0.27
H 9.1955 -0.5404 0.2315 0.0753 0.1695 0.0514 0.29
H 2.5942 -8.0009 -6.4635 -0.8029 0.8236 -0.3645 0.40
H 4.8061 -10.7981 -6.1560 -0.4275 -0.2948 -0.3231 0.36
H 9.6119 0.6166 -8.1692 0.1341 1.0654 0.2944 0.33
H -7.1446 -5.7818 5.0129 -0.5051 -0.0567 0.1388 0.09
H -0.9646 9.3855 8.0045 0.1095 -0.0639 -0.0426 0.34
H -3.3272 2.3776 9.8105 0.0240 0.0572 0.0704 0.28
H 4.2943 10.2898 0.6463 -0.0835 0.2140 -0.0715 0.28
H -11.3174 5.4289 3.0634 0.6504 -0.7545 0.5205 0.27
H -0.3454 9.1688 5.6867 0.0307 -1.3168 1.0407 0.27
H -3.7046 -3.5702 -8.5959 -0.2969 0.0019 0.0320 0.27
H 5.7949 0.7140 -6.1726 -0.2510 0.1624 -0.0772 0.34
H 1.7220 -8.8614 -5.2263 -0.1943 -0.0145 0.2466 0.39
H -0.3801 0.4021 11.6586 0.6173 -0.5782 -0.6144 0.26
H -2.4393 -0.9349 8.7748 0.0584 -0.1082 -0.1562 0.34
H -2.3214 10.4220 7.7679 -0.6423 -0.4064 -0.5777 0.32
H 0.1558 0.1441 -1.3630 0.4178 -0.1038 -0.2186 0.34
H 4.2817 5.9196 1.5015 -0.0039 0.3672 -0.3970 0.34
H 0.9383 -2.7262 0.0807 0.5976 0.5948 -1.0419 0.43
H 4.6954 -9.0970 -6.1950 -0.0805 0.3083 -0.2619 0.36
H 6.1199 8.6616 0.2034 -0.1526 0.3757 -0.6301 0.35
H -1.1890 -0.3342 1.8309 0.0226 0.1052 -0.0096 0.26
H 5.4391 11.1051 2.7085 0.1150 -0.0527 0.6057 0.26
H -2.4264 5.9391 3.3588 -0.1579 0.0619 0.0289 0.23
H 1.3670 -1.7711 -2.5982 0.2762 -0.0355 -0.2142 0.25
H -3.2600 9.1626 5.1417 -0.1179 0.0389 -1.3359 0.39
H -0.6548 -3.2041 0.2156 -0.2536 -1.0304 -0.7246 0.25
H 1.2818 -0.1285 0.0102 -0.0998 -0.1533 0.0376 0.28
H -3.8695 -7.1488 4.9670 0.3444 0.7595 0.1803 0.29
H 5.0152 -8.4082 1.0235 0.4337 0.6387 0.6766 0.27
H -4.4831 -0.2278 7.8280 0.0149 -0.7059 -0.9486 0.25
H -7.3849 2.2227 0.4551 -0.3146 0.8188 -1.3942 0.29
H 7.2147 1.2661 -4.1450 -0.4253 -0.1314 0.0049 0.38
H -3.3259 0.0812 9.9302 -0.1181 -0.0538 0.0350 0.47
H 3.0364 5.9943 2.7384 -0.3305 0.2617 -0.0306 0.29
H -2.2420 5.1680 -4.5173 -0.2131 0.4691 0.3288 0.42
H -5.0229 -3.3500 -12.1919 0.3656 0.1070 0.2928 0.28
H 0.4518 -2.9453 -3.6363 0.2468 0.1756 -0.0841 0.23
H 6.8368 -0.1132 0.4654 -0.5038 0.7543 -0.7177 0.29
H -1.2676 -9.5782 -7.1372 0.4405 0.6030 -0.9243 0.29
H 6.9152 -0.1120 1.9923 0.0855 0.1382 0.7404 0.29
H -11.7248 4.3499 0.4066 -0.1502 -0.6115 0.1543 0.14
H 7.6004 3.7989 -5.4298 -0.0326 0.4925 -0.0599 0.26
H -7.7428 2.9807 1.8640 -0.5164 -0.5684 0.8804 0.31
H 5.0252 0.0005 7.3267 0.0167 0.0000 0.6600 0.27
H -6.0029 -3.7904 -13.3265 -0.0566 0.0854 -0.6112 0.26
H -10.5063 2.9748 1.9659 -0.1685 -0.1534 0.0255 0.36
H -8.1140 -2.8379 5.4408 0.4613 -0.1296 0.2208 0.39
H -2.8500 8.0785 6.2762 0.5354 -0.7258 0.4298 0.42
H -2.6788 2.4668 -5.7294 0.5809 0.2482 -0.1301 0.30
H 5.1476 2.1279 -5.2148 -0.3775 -0.4458 -0.0956 0.38
H 6.6507 8.6345 1.7476 -0.3359 0.2536 0.8209 0.33
H -4.6106 -6.4002 -10.5983 -0.2382 -0.3236 0.2824 0.37
H -8.3674 -3.7583 3.9830 -0.0616 -0.1316 -0.0862 0.39
H 4.6864 5.6787 3.1447 0.1889 0.3974 0.3009 0.27
H 4.1064 -9.9319 -4.8391 -0.6622 -0.1611 0.1044 0.37
H 2.2760 -8.2144 3.7062 -0.1582 -0.2140 0.0922 0.32
H 2.2941 0.9968 6.5401 -0.5644 -0.1380 0.6277 0.25
H 2.7769 8.9336 1.8744 -0.2253 -0.5085 0.4647 0.30
H 5.9028 2.4247 -6.7260 0.4398 -0.1112 -0.1827 0.29
H 4.8447 1.5928 6.7533 -0.5666 -0.0850 -1.1902 0.33
H 6.8294 10.1328 0.8966 -0.3025 0.2625 -0.1051 0.37
H -12.1668 6.1540 2.1053 -0.9218 0.0746 -0.4967 0.26
H -5.6266 -3.2486 4.5578 1.0649 -0.0960 0.1567 0.35
H -11.4928 6.8762 0.2284 -0.2920 -0.1944 0.6018 0.43
H -10.5287 5.9225 -0.7742 0.8662 -0.1411 0.2185 0.31
H -2.0311 2.8838 8.7123 0.0208 0.1263 0.3830 0.30
H -9.8553 6.5572 0.8582 0.3740 0.5494 -0.7619 0.33
H -1.0743 10.2313 4.0294 -0.4904 -0.0876 -0.5614 0.28
H 8.7134 -1.4203 3.1500 -0.1740 0.4369 0.1827 0.33
H 9.5817 0.1658 2.7403 -0.8559 0.1497 0.0916 0.39
H -5.5849 -6.9459 4.8255 -0.1154 0.2858 0.3318 0.27
H -1.8658 0.9750 11.7915 -1.2890 -0.2214 -0.3817 0.28
H 1.0333 -5.7485 4.4897 -0.2150 0.1587 -0.1426 0.23
H -5.5303 -7.3490 -12.5349 -0.2586 -0.5129 -0.5971 0.35
H -2.5115 -4.3864 -9.4943 0.2843 -0.6962 0.1651 0.33
H -6.4037 -5.3088 -11.7511 -0.0539 -0.1005 0.4524 0.22
H 8.7847 -2.8174 0.5199 0.0081 -0.7019 0.4769 0.37
H 2.0400 -4.9652 5.4952 -0.5542 0.1320 0.2976 0.27
H 4.7530 9.7163 3.3881 0.4755 0.4843 0.7546 0.32
H 8.3832 2.2378 -6.7215 0.0463 0.6540 -0.2645 0.26
H 8.6843 -2.2153 -1.9781 0.4965 -0.7945 -0.3733 0.33
H -1.6561 -1.0003 -0.3159 -0.0360 -0.7535 -0.6583 0.21
H -2.3646 5.4258 -8.3032 -0.6661 0.5745 0.1125 0.32
H -4.6179 -6.7459 3.4240 0.2110 0.0496 -0.2284 0.30
H 7.2794 -2.5372 1.4803 -0.3445 -0.1874 -0.1746 0.34
H -3.6744 3.3145 8.3636 -0.3039 -0.5331 -0.5165 0.40
H -5.9974 -5.3214 7.1145 0.3070 -0.1368 -0.3661 0.23
H 3.7122 7.9131 0.7283 -0.1768 -0.0896 -0.0586 0.42
H 7.9184 -3.8565 -1.5539 0.3223 0.1013 0.6920 0.31
H -0.7711 5.6335 -7.8165 0.4201 0.5696 -0.3029 0.32
H 9.3567 1.7906 -5.3951 0.3035 -0.6155 0.4549 0.36
H -7.4795 -4.7192 7.2184 -0.0998 0.1232 0.3349 0.24
H 2.3092 -9.3456 -8.4275 -1.3291 -0.7459 -0.6892 0.26
H -6.1318 -6.4060 -13.9880 -0.4547 -0.1675 0.3645 0.35
H 4.0712 1.3439 8.1567 -0.2384 -0.8821 0.5709 0.34
H -0.7644 -9.3005 -5.5931 0.6477 -0.0530 0.5982 0.30
H -9.5127 4.3471 2.3976 0.6430 -0.0380 0.2636 0.30
H 2.6717 -0.6966 7.0966 -0.0905 0.1504 0.4338 0.23
H -0.3586 11.1550 5.0122 0.0934 0.3031 0.6749 0.26
H 2.4210 -0.1232 4.8945 0.2373 -0.3000 -0.8730 0.31
H -9.0363 -4.3359 5.5027 -0.1451 0.0719 -0.0059 0.40
H -3.7567 3.2927 -4.6234 -0.2270 -0.1685 0.1700 0.30
H 3.4547 -7.6780 0.7975 -0.1357 0.3414 0.0351 0.30
H 10.1974 -1.3041 2.2449 0.2026 -0.4933 0.2453 0.39
H -3.2686 6.2902 4.9061 -1.1770 -0.7018 -0.5387 0.29
H -2.3569 1.1202 7.2178 -0.4250 -0.2365 -0.2555 0.31
```
Forces are in eV/Å.

Summary:
Net charge   0
Multiplicity   1
Largest force on an atom   4.7 eV/A
E_tot   -98571.08549 eV
Orbital gap   0.3322 Ha
E_LUMO   0.1 eV